No. 1
18
Properties=species:S:1:pos:R:3:forces:R:3:nbo_charge:R:1 method="wB97M-V/def2-TZVPD" lumo_energy_ev=1.12 relative_energy_kj_mol=67.89 e_homo_ev=-8.85 orbital_gap_ev=9.97 smiles="CCC=C(C)C"
C -0.2900 2.6012 -0.1137 -0.21 0.38 0.20 -0.596
C -0.7535 1.2714 -0.7008 0.38 0.02 -0.39 -0.434
C 0.3171 0.2224 -0.5597 0.49 -0.36 -0.11 -0.195
C 0.2758 -0.9191 0.1371 0.00 0.24 -0.31 0.024
C -0.9213 -1.3633 0.9322 0.39 -0.12 0.45 -0.649
C 1.4364 -1.8988 0.1404 -0.41 -0.56 0.15 -0.635
H 0.6430 2.9407 -0.5873 -0.23 -0.09 0.19 0.203
H -1.0513 3.3944 -0.2488 0.37 -0.37 0.06 0.206
H -0.1164 2.4685 0.9647 0.06 0.20 -0.30 0.205
H -0.9800 1.4108 -1.7695 0.05 -0.07 0.20 0.205
H -1.6786 0.9648 -0.2284 -0.16 -0.09 0.09 0.202
H 1.2635 0.4271 -1.0918 -0.50 0.02 0.19 0.189
H -1.3070 -2.3001 0.5598 -0.14 -0.42 -0.28 0.214
H -1.7479 -0.6679 0.9761 -0.02 0.27 -0.12 0.213
H -0.6192 -1.5738 1.9630 0.02 0.06 0.02 0.212
H 1.1338 -2.8581 -0.3469 0.16 0.61 0.38 0.211
H 1.7489 -2.1448 1.1691 -0.21 0.03 -0.25 0.209
H 2.3245 -1.5444 -0.3729 -0.04 0.26 -0.18 0.216


No. 2
53
Properties=species:S:1:pos:R:3:forces:R:3:nbo_charge:R:1 method="wB97M-V/def2-TZVPD" multiplicity=4 lumo_energy_ev="-9.12 / -9.37" e_homo_ev="-15.79 / -15.77" orbital_gap_ev="6.67 / 6.40" total_charge=+2
H 0.3718 2.8999 -0.2584 0.10 0.00 0.16 0.271
N 0.0481 1.3897 -1.7118 -0.12 -0.16 -0.39 -0.319
B -0.3686 0.0890 -3.8624 -0.17 -0.36 -0.02 0.517
N 0.0139 1.3892 -3.1082 0.04 0.03 1.08 -0.306
C 0.2540 2.6414 -3.5327 -0.12 -0.91 0.49 0.099
Tc -0.4654 -0.3013 -0.6909 0.23 -0.19 -4.25 1.332
H 0.2548 2.8348 -4.5891 0.06 0.15 -0.15 0.263
C 0.4564 3.4696 -2.4402 -0.18 -0.50 0.84 -0.299
H 0.6798 4.5151 -2.4603 0.03 0.25 0.03 0.277
C 0.3068 2.6626 -1.3043 0.07 -0.04 -1.23 0.044
H -0.3361 0.2081 -5.0421 0.07 0.13 -0.02 0.019
C -1.9364 -2.1439 0.9679 0.51 -0.29 -0.37 -0.807
H -1.9266 -2.3102 2.0474 0.34 0.51 -0.17 0.289
H -0.9679 -2.4770 0.5389 -0.19 -0.21 0.20 0.212
H -2.7479 -2.7410 0.5611 0.07 0.12 -0.37 0.266
N -1.7998 -0.3266 -3.4058 -0.47 0.07 0.79 -0.307
N 0.5966 -1.0559 -3.4045 0.07 -0.02 1.17 -0.294
N -2.0654 -0.4979 -2.0691 -0.25 -0.37 0.42 -0.429
N 0.6944 -1.3507 -2.0466 -0.22 0.06 0.20 -0.313
C -2.9365 -0.5191 -4.0872 0.00 -0.06 0.85 0.083
C 1.4049 -1.8907 -4.0739 -0.40 0.48 0.72 0.092
H -2.9489 -0.4158 -5.1545 -0.08 -0.01 -0.21 0.258
H 1.4795 -1.8317 -5.1458 0.01 0.02 -0.08 0.266
C -3.9552 -0.8376 -3.1835 0.85 0.08 0.67 -0.296
C 2.0387 -2.7333 -3.1710 -0.13 -0.12 0.74 -0.297
C -3.3726 -0.8328 -1.9111 0.72 0.46 -2.11 0.024
C 1.5677 -2.3950 -1.9011 -0.21 0.63 -0.98 0.029
H -4.9636 -1.0414 -3.4067 -0.87 -0.20 -0.28 0.267
H 2.7527 -3.4978 -3.4078 0.06 -0.14 0.01 0.277
H -3.7662 -1.0493 -0.9410 -0.26 0.01 0.18 0.238
H 1.7955 -2.8207 -0.9305 -0.02 0.15 -0.16 0.259
H -2.1014 -1.0820 0.7090 -0.43 0.22 0.45 0.152
C -0.6003 1.5433 3.4421 -0.36 0.13 -0.14 -0.637
C 0.8262 1.2429 2.9837 -0.40 -0.14 1.66 0.235
C 1.7201 2.3114 3.5844 0.52 0.01 -0.02 -0.633
O 0.8624 1.3431 1.5601 -1.39 -1.46 -2.44 -0.711
B 0.4710 0.0591 1.0820 3.17 0.76 4.89 0.856
O 0.7994 -0.9148 2.0440 -1.57 0.38 -2.80 -0.699
C 1.2156 -0.2610 3.2328 1.01 0.71 1.72 0.238
C 2.7109 -0.4196 3.4312 0.53 -0.09 -0.20 -0.640
C 0.5555 -0.9156 4.4368 -0.58 -0.08 0.21 -0.635
H -1.3239 0.7997 3.0767 0.14 0.04 0.07 0.193
H -0.8947 2.5149 3.0298 0.03 -0.11 0.15 0.230
H -0.6814 1.5948 4.5376 0.06 -0.07 -0.41 0.249
H 1.3982 3.2898 3.2138 -0.02 -0.14 0.12 0.233
H 1.6372 2.3149 4.6803 0.01 -0.04 -0.32 0.240
H 2.7748 2.1889 3.3185 -0.23 -0.01 0.03 0.233
H 3.0002 0.0436 4.3832 -0.03 -0.11 -0.28 0.239
H 3.0049 -1.4738 3.4754 -0.21 0.14 -0.01 0.235
H 3.2859 0.0484 2.6309 0.01 0.04 -0.01 0.217
H -0.5403 -0.9008 4.3829 0.23 0.04 0.01 0.214
H 0.8619 -1.9677 4.5355 0.04 0.39 -0.13 0.239
H 0.8593 -0.3893 5.3548 -0.12 -0.17 -0.30 0.239


No. 3
8
Properties=species:S:1:pos:R:3:forces:R:3:lowdin_charge:R:1 method="wB97M-V/def2-TZVPD" lumo_energy_ev=-8.37 e_homo_ev=-16.55 orbital_gap_ev=8.18 total_charge=+1
O -2.2489 -0.5648 0.9483 0.89 0.38 -0.41 0.193
C -1.2365 0.0587 0.8656 -0.66 0.19 1.12 -0.152
C -0.1657 -0.3811 -0.1085 2.29 0.95 -1.18 -0.100
C 0.5310 -1.3694 -0.6548 -0.37 -0.76 -0.35 0.368
C 1.0545 0.2486 -0.6802 -1.60 -0.72 0.62 0.228
H -0.9665 0.9412 1.4748 -0.18 -0.14 -0.17 0.155
H 1.5600 -0.1029 -1.6039 0.16 0.17 0.56 0.142
H 1.4720 1.1697 -0.2414 -0.53 -0.08 -0.19 0.166


No. 4
22
Properties=species:S:1:pos:R:3:forces:R:3:nbo_charge:R:1 method="wB97M-V/def2-TZVPD" lumo_energy_ev=0.39 relative_energy_kj_mol=350.33 e_homo_ev=-8.73 orbital_gap_ev=9.13 smiles="C=NCCCN.O.O"
C -2.3799 -2.0562 0.5973 4.17 3.03 -2.19 -0.095
N -1.5626 -1.8623 -0.4278 -2.66 -1.99 1.21 -0.396
C -0.3783 -0.9851 -0.5354 -1.29 -2.56 -0.83 -0.238
C 0.9118 -1.6763 0.0401 -1.58 2.12 1.21 -0.431
C 1.6157 -0.5258 0.8136 0.53 -1.84 0.03 -0.196
N 2.8574 -0.3605 0.1180 2.17 3.21 -1.09 -0.830
H -3.2295 -2.7272 0.5116 0.22 0.02 0.07 0.191
H -2.1692 -1.3946 1.5008 -0.76 -1.05 -0.51 0.130
H -0.3084 -0.6528 -1.6377 0.26 -0.91 1.59 0.208
H -0.6125 -0.1099 -0.0259 -0.15 1.69 1.23 0.169
H 1.4560 -2.1699 -0.7197 1.04 0.19 -0.89 0.224
H 0.8755 -2.4129 0.8178 -1.55 -0.83 0.13 0.219
H 1.7462 -0.7716 1.9537 0.01 0.44 -2.19 0.181
H 1.0533 0.3627 0.6962 -0.84 0.91 0.56 0.161
H 3.3883 0.3093 0.7289 -0.05 -0.64 -1.19 0.345
H 2.6765 0.2218 -0.8285 0.45 -1.74 2.84 0.357
O 0.4276 3.0938 -1.8334 2.19 0.55 3.78 -0.963
H -0.2384 2.9966 -1.1457 -0.46 -0.12 -0.54 0.493
H 0.1211 2.9944 -2.6748 -1.84 -0.51 -3.16 0.468
O -1.9676 2.4339 0.3475 -1.36 0.21 -4.96 -0.925
H -1.5900 2.3106 1.1322 2.84 -1.12 5.03 0.458
H -2.6929 2.9821 0.5711 -1.35 0.93 -0.12 0.470


No. 5
10
Properties=species:S:1:pos:R:3:forces:R:3:nbo_charge:R:1 method="wB97M-V/def2-TZVPD" lumo_energy_ev=-0.06 relative_energy_kj_mol=169.89 e_homo_ev=-8.81 orbital_gap_ev=8.75 smiles="S=CN1CC1"
S -2.8845 0.0959 -0.2737 0.46 -0.35 0.50 0.050
C -1.3759 -0.3299 0.1372 -0.93 0.00 0.19 -0.116
N -0.3086 -0.0363 -0.7128 1.10 0.09 -0.05 -0.447
C 1.0018 -0.5620 -0.2564 -0.31 1.02 -0.08 -0.263
C 0.6237 0.8875 -0.0103 0.08 -1.78 0.46 -0.236
H -1.1214 -0.8205 1.1214 -0.28 0.32 -0.90 0.173
H 0.9607 -1.1727 0.6390 0.23 -0.30 -0.24 0.195
H 1.6984 -0.8411 -1.0855 -0.74 0.33 1.00 0.226
H 0.2713 1.1373 0.9961 0.52 0.06 -0.29 0.200
H 1.1345 1.6419 -0.5550 -0.12 0.62 -0.59 0.217